Density functional theory data (the ωB97M-V functional and the def2-TZVPD basis) for a 3-piece molecular cluster, C3H12NO2 overall at a distorted geometry.

The charge is +1. As for the spin multiplicity: 1. The HOMO-LUMO gap comes out at 10.426 eV. The energy relative to the best compared isomer or geometry (same formula, charge and spin) comes out at 2.784 eV. The value obtained for the total energy is -8882.0901 eV. Its highest occupied orbital energy is -13.73 eV. For the lowest unoccupied orbital energy, the calculation gives -3.300 eV.

CARTESIAN COORDINATES (ANGSTROEM)
C1 2.086 0.941 -1.255
C2 1.765 -0.393 -0.598
C3 1.920 -0.788 0.721
N1 0.645 -1.492 1.283
H1 1.242 1.656 -1.221
H2 2.324 0.877 -2.300
H3 3.076 1.271 -0.841
H4 0.955 -0.871 -1.132
H5 2.559 -0.837 1.551
H6 0.682 -2.472 0.968
H7 -0.253 -1.016 0.914
H8 0.737 -1.448 2.331
H9 -2.094 0.411 0.031
H10 -1.602 -1.039 -0.886
O1 -1.372 -0.476 -0.050
H11 -3.931 1.940 0.714
H12 -3.542 2.764 -0.530
O2 -3.539 1.806 -0.173

Here are the Mulliken charges for atoms 1 to 6, given in e: number 1, C, carries -0.99; number 2, C, carries -0.09; number 3, C, carries -0.18; number 4, N, carries -0.32; number 5, H, carries 0.26; number 6, H, carries 0.35